{
  "formula": "C4H11NO2",
  "method": "ωB97M-V/def2-TZVPD",
  "relative_energy_kcal_mol": 24.73,
  "charge": 0,
  "total_energy_ha": -364.2288,
  "smiles": "CCC(=O)NC.O",
  "elements": ["C", "C", "C", "N", "C", "O", "H", "H", "H", "H", "H", "H", "H", "H", "H", "H", "H", "O"],
  "xyz": [[0.2670, 0.0171, 1.7943], [-0.9605, -0.8817, 1.4827], [1.4119, 0.1574, 0.8388], [1.0521, 0.5448, -0.4294], [1.9349, 0.4409, -1.5592], [2.5646, 0.0253, 1.2179], [-0.1416, 0.9653, 2.1072], [0.7571, -0.3720, 2.6921], [-1.6412, -0.5879, 2.2950], [-0.7381, -1.9409, 1.5796], [-1.3748, -0.6459, 0.4990], [0.2399, 1.1389, -0.3543], [1.6357, -0.3437, -2.2735], [2.2777, 1.3227, -2.0950], [2.7740, -0.0797, -1.0618], [-3.0255, -0.4727, -1.7951], [-3.5156, 0.8374, -2.4191], [-3.5176, -0.1252, -2.5192]],
  "lowdin_charge": [-0.1736, -0.0814, -0.5084, -0.0105, -0.0821, 0.0584, 0.1083, 0.1163, 0.0747, 0.0716, 0.0524, 0.1310, 0.0816, 0.0809, 0.0862, -0.0008, 0.0406, -0.0452]
}